The following is a DFT calculation (the ωB97M-V functional and the def2-TZVPD basis) of a structure of composition C72H60InN12O32S2 in a non-equilibrium geometry.

XYZ file:
```
179
Properties=species:S:1:pos:R:3:forces:R:3
In 8.43876 -35.01679 -18.80813 -0.4 0.4 0.1
S 8.08644 -33.88012 -15.76927 0.3 0.7 -1.2
O 7.43523 -35.14573 -16.07355 -1.6 -3.1 -0.1
O 9.47531 -34.10836 -16.15518 2.5 -0.2 -0.1
O 7.56140 -33.00786 -16.83353 -0.6 1.6 -1.3
O 7.88551 -33.39758 -14.43629 -0.1 0.1 0.8
S 7.86429 -36.94699 -21.39933 -0.4 -3.4 -1.4
O 7.70489 -37.71706 -22.65160 0.1 0.8 1.3
O 7.08259 -37.43254 -20.28052 -1.5 -1.3 1.6
O 9.24134 -36.93607 -20.93972 3.6 -0.1 1.3
O 7.52909 -35.56947 -21.49227 -1.4 4.9 -0.6
C 9.68311 -37.45947 -12.68261 2.7 1.0 0.1
C 10.72513 -37.63131 -11.73942 -0.9 0.2 -0.9
C 11.54958 -36.55867 -11.33908 -0.2 -3.2 1.2
C 11.35791 -35.32219 -11.82396 -0.3 0.7 -0.4
C 10.37230 -35.14066 -12.77225 -0.4 1.2 -1.3
C 9.63680 -36.19404 -13.30408 -1.2 -1.3 1.6
N 12.16392 -34.21593 -11.21343 -2.3 0.8 -2.1
O 12.08756 -33.10976 -11.72168 0.1 -0.2 -0.3
O 12.73368 -34.45708 -10.21067 1.6 -0.7 2.1
H 9.11887 -38.30984 -13.03604 -0.3 0.1 0.1
H 10.83629 -38.64019 -11.37036 0.4 0.1 0.5
H 12.25782 -36.78264 -10.55510 0.3 0.3 -0.1
H 10.12725 -34.15773 -13.14669 0.2 0.2 -0.1
H 8.79506 -36.10853 -13.97531 0.3 0.9 -0.5
C 12.47881 -40.76307 -14.80553 1.5 0.3 -1.4
C 11.15755 -40.95171 -14.56407 -0.5 0.2 1.1
C 10.24045 -40.06909 -15.07604 -1.0 1.2 -2.1
C 10.65011 -39.03235 -15.97684 0.6 -1.4 1.6
C 12.01214 -38.87659 -16.21973 -0.4 0.6 -0.9
C 12.91120 -39.76619 -15.69788 0.2 -1.1 1.5
N 9.67026 -38.14817 -16.60573 -2.5 0.1 0.1
O 8.45005 -38.39308 -16.43322 2.4 0.1 -0.2
O 10.05924 -37.20349 -17.27726 0.2 -0.5 0.2
H 13.17691 -41.47809 -14.39589 0.3 0.1 0.1
H 10.92872 -41.73152 -13.85278 -0.7 -0.1 -0.2
H 9.17427 -40.21405 -14.98304 -0.1 0.0 0.4
H 12.38846 -38.11630 -16.88811 -0.2 0.2 0.0
H 13.97327 -39.70452 -15.88392 0.0 0.3 -0.2
C 3.95844 -37.44025 -19.28500 0.7 0.3 -0.3
C 4.60146 -38.06750 -18.22226 -0.9 0.5 -0.5
C 3.82053 -38.44800 -17.13478 1.1 -0.6 0.5
C 2.44716 -38.35474 -17.19934 -1.8 0.7 -0.3
C 1.81766 -37.75584 -18.28733 0.1 1.0 0.3
C 2.60971 -37.18664 -19.27604 -0.5 -0.8 0.0
N 1.51861 -38.83564 -16.09973 0.3 -1.6 0.5
O 0.28393 -38.59246 -16.12366 3.1 -0.3 0.1
O 2.09054 -39.58827 -15.27877 -1.6 1.7 -1.1
H 4.50269 -37.07766 -20.14450 0.4 -0.1 0.1
H 5.67202 -38.18828 -18.29792 0.0 -0.1 0.4
H 4.34294 -38.83210 -16.27111 -0.3 -0.2 0.2
H 0.75747 -37.54998 -18.28503 -0.1 -0.4 0.1
H 2.19400 -36.62242 -20.09778 -0.3 0.0 0.0
C 12.89407 -29.71047 -15.88243 -0.3 0.8 2.0
C 12.20690 -30.85132 -15.63753 0.0 -1.1 0.9
C 11.67698 -31.54741 -16.68026 -1.4 -1.2 -1.3
C 11.76471 -31.06686 -17.97958 1.4 0.5 0.2
C 12.54322 -29.92556 -18.21198 -1.5 0.7 -0.5
C 12.90954 -29.17256 -17.11939 1.8 0.4 -0.9
N 11.09062 -31.72840 -19.11726 -1.4 -1.9 2.6
O 10.37894 -32.71621 -18.86594 0.9 1.3 0.1
O 11.18771 -31.21907 -20.17394 0.4 0.9 -2.4
H 13.31501 -29.19614 -15.03115 0.1 0.3 0.0
H 12.06925 -31.20152 -14.62519 0.1 -0.2 0.0
H 11.13503 -32.47125 -16.54170 -0.3 -0.1 0.2
H 12.70454 -29.45969 -19.17289 -0.3 -0.5 -0.3
H 13.40765 -28.21785 -17.20206 0.0 0.1 -0.5
C 6.91222 -27.69364 -18.56164 0.8 -2.0 -0.5
C 6.52030 -27.76726 -19.92634 -0.4 -0.7 1.2
C 6.47295 -29.01363 -20.62692 -0.1 0.9 0.5
C 6.90262 -30.16519 -19.99014 0.8 0.8 0.7
C 7.32326 -30.08301 -18.67471 0.9 0.0 1.1
C 7.35972 -28.88405 -17.95414 -0.8 -0.1 -1.3
N 6.97418 -31.45712 -20.68357 -0.6 -3.1 0.5
O 6.27621 -31.67797 -21.64301 -0.6 1.6 -0.9
O 7.59961 -32.41060 -20.20644 0.3 1.7 0.9
H 6.97117 -26.81320 -17.93896 -0.3 0.4 -0.5
H 6.10179 -26.83997 -20.28883 0.1 -0.2 -0.8
H 6.08251 -29.14541 -21.62522 0.0 0.4 -0.2
H 7.71824 -30.90491 -18.09603 -0.2 -0.7 -0.5
H 7.70436 -28.97792 -16.93493 0.0 0.4 0.1
C 11.98194 -34.08805 -25.96276 1.3 -0.5 -0.6
C 11.99322 -34.87946 -24.83541 -1.2 -0.5 1.1
C 11.12843 -34.56927 -23.78085 0.6 0.4 -0.4
C 10.34233 -33.41944 -23.88413 0.4 -1.4 1.7
C 10.27306 -32.70820 -25.04673 -0.1 1.0 -0.8
C 11.13057 -33.04116 -26.10087 -0.9 0.7 0.6
N 9.61211 -32.99814 -22.63557 -0.6 -1.7 2.8
O 8.90825 -32.02184 -22.73501 0.4 -0.1 -0.1
O 9.71123 -33.68082 -21.53247 0.4 1.9 -4.3
H 12.70620 -34.20156 -26.75583 0.1 -0.5 -0.1
H 12.54070 -35.80369 -24.72377 0.4 0.2 -0.3
H 11.14714 -35.16560 -22.88060 -0.3 0.1 0.1
H 9.60566 -31.86568 -25.15234 0.0 0.0 0.2
H 11.17864 -32.47552 -27.01964 -0.3 0.2 0.1
C 14.46588 -36.92648 -14.87746 0.8 -1.1 0.7
C 13.33703 -36.21735 -14.77679 -2.7 1.5 -0.2
C 12.78271 -35.50220 -15.86765 0.1 -0.4 0.2
C 13.48106 -35.44569 -17.06059 0.8 -0.5 1.3
C 14.69388 -36.17995 -17.13914 -1.9 0.9 -1.4
C 15.08466 -36.96212 -16.08644 1.9 0.1 -1.6
N 12.97999 -34.66926 -18.20280 -0.9 -0.4 -2.2
O 11.79490 -34.80342 -18.54047 1.6 -0.1 1.2
O 13.77840 -34.03253 -18.89543 -0.3 -0.5 1.2
H 14.83442 -37.55018 -14.07648 0.0 0.1 0.2
H 12.71629 -36.24591 -13.89345 0.1 0.0 0.2
H 11.77909 -35.11704 -15.76373 -0.1 0.4 -0.1
H 15.13689 -36.22550 -18.12304 0.5 0.0 0.2
H 15.96979 -37.54675 -16.28929 0.1 -0.3 0.3
C 12.48235 -37.51713 -20.42749 -1.6 -0.4 -0.1
C 13.81091 -37.24005 -20.53432 0.4 -0.8 -0.8
C 14.74749 -38.15049 -20.05299 0.3 0.0 0.6
C 14.33721 -39.28689 -19.32950 -1.1 1.8 -0.7
C 12.93945 -39.47877 -19.16527 0.5 -1.0 0.1
C 11.99797 -38.63296 -19.73194 1.3 1.1 0.2
N 15.34177 -40.14409 -18.67467 -0.2 -0.2 0.0
O 16.37958 -39.62276 -18.28262 -0.6 -0.2 -0.3
O 15.06553 -41.32805 -18.54589 0.1 0.6 0.0
H 11.75499 -36.92387 -20.96173 -0.1 0.4 0.2
H 14.07149 -36.41747 -21.18382 0.5 0.2 0.3
H 15.77841 -37.89411 -20.24761 0.3 -0.4 0.3
H 12.57806 -40.32963 -18.60685 0.2 -0.2 0.2
H 10.93450 -38.65943 -19.54559 0.0 -0.6 -0.1
C 1.93472 -35.25594 -15.24802 -0.5 -0.1 -0.2
C 3.28572 -35.06531 -15.12220 0.5 -0.4 0.4
C 4.03463 -34.64471 -16.19629 0.5 0.1 -0.8
C 3.40457 -34.33147 -17.39526 0.1 -0.3 0.3
C 2.01432 -34.40417 -17.50269 -0.7 0.3 0.4
C 1.27367 -34.87442 -16.40608 0.8 -0.3 0.1
N 4.26411 -34.01703 -18.57980 0.0 0.3 -1.2
O 5.44112 -34.39591 -18.63226 -1.5 0.3 0.6
O 3.71546 -33.40841 -19.50277 0.6 -0.6 1.1
H 1.37908 -35.80051 -14.49894 -0.1 0.3 0.3
H 3.78606 -35.36798 -14.21422 0.1 0.0 0.0
H 5.11384 -34.64248 -16.15513 0.2 0.1 0.1
H 1.46218 -34.08387 -18.37386 0.3 -0.1 -0.3
H 0.21473 -35.08369 -16.37114 -0.2 0.4 -0.8
C 6.38462 -37.73253 -14.13650 0.5 -3.2 0.8
C 6.30827 -39.13975 -14.01065 -0.3 0.1 0.2
C 5.51486 -39.76388 -13.01566 1.5 -0.8 -1.9
C 4.81958 -39.01833 -12.14964 -1.5 1.9 1.1
C 4.85252 -37.61349 -12.22434 1.3 0.3 -0.2
C 5.75799 -37.03127 -13.14356 -1.2 0.7 -0.2
N 3.88323 -39.71192 -11.18024 0.7 -1.7 -0.9
O 3.94534 -40.93349 -11.02154 0.8 0.9 -0.6
O 3.04888 -39.05823 -10.64910 -1.0 1.8 0.8
H 7.03519 -37.29131 -14.87710 -0.2 0.2 -0.1
H 6.88519 -39.77032 -14.67093 -0.2 -0.1 -0.2
H 5.39046 -40.83498 -12.95500 0.3 -0.1 -0.1
H 4.30667 -36.94054 -11.57968 -0.1 -0.4 0.2
H 5.95592 -35.97953 -13.28870 -0.6 0.5 0.9
C 4.49794 -36.45723 -22.94465 0.6 -0.1 -0.4
C 3.36891 -36.88774 -23.61779 -0.6 0.7 0.0
C 2.25365 -36.03053 -23.73790 -0.1 -1.8 -0.5
C 2.25304 -34.78488 -23.16175 0.5 -0.9 -0.5
C 3.43182 -34.36161 -22.60692 0.1 1.4 1.5
C 4.54085 -35.16669 -22.48179 -0.3 0.7 0.2
N 1.07118 -33.95166 -23.14056 -1.5 1.9 0.3
O 1.20302 -32.81215 -22.71737 0.7 -0.1 0.1
O -0.04144 -34.32501 -23.49682 1.0 -1.3 -0.3
H 5.39330 -37.05196 -22.83964 -0.1 -0.4 -0.1
H 3.36767 -37.87188 -24.06262 -0.2 0.0 0.0
H 1.39665 -36.41077 -24.27397 -0.2 0.2 0.1
H 3.48773 -33.42368 -22.07441 -0.2 0.3 -0.3
H 5.38223 -34.71956 -21.97330 0.3 -0.4 0.0
C 9.89455 -41.23827 -20.23319 -1.2 -1.3 0.7
C 8.80743 -40.35225 -20.19762 1.1 -0.3 -1.0
C 7.83620 -40.39875 -19.22951 -0.3 -1.2 0.9
C 7.88028 -41.46811 -18.30952 1.1 -0.3 0.6
C 8.95298 -42.41212 -18.29819 -0.9 1.0 -1.1
C 9.91710 -42.29808 -19.29939 0.0 0.9 0.2
N 6.91504 -41.54130 -17.17291 0.6 -0.3 2.2
O 5.93333 -40.83723 -17.18063 0.1 0.0 -0.7
O 7.21102 -42.23170 -16.15406 -0.1 0.9 -2.3
H 10.60201 -41.28381 -21.04795 0.1 0.5 0.0
H 8.66567 -39.64142 -20.99825 0.2 0.3 0.0
H 7.08537 -39.62525 -19.29549 -0.3 -0.2 0.4
H 9.00811 -43.27897 -17.65637 -0.3 0.3 0.4
H 10.72252 -43.01750 -19.28745 0.1 -0.1 -0.2
```
Forces are in eV/Å.

Values from the calculation:
- largest force on an atom (eV Å⁻¹) = 5.2
- LUMO (eV) = -3.219
- electronic energy (eV) = -185845.34876
- multiplicity = 1
- total charge = -1
- gap between HOMO and LUMO (eV) = 3.64